8 unconnected molecules or ions with the total composition C66H141N7O8 in a non-equilibrium geometry. Source: OMol25; level of theory: ωB97M-V/def2-TZVPD.

Calculated values
- 2S+1: 1
- Charge: 0
- Max |F|: 4.28 eV/A
- Energy relative to the best compared isomer or geometry (same formula, charge and spin): 4.279 eV
- SMILES: CC1(C)CCCC(C)(C)N1O.CC1(C)CCCC(C)(C)N1O.CC1(C)CCCC(C)(C)N1O.CC1(C)CCCC(C)(C)N1O.CC1(C)CCCC(C)(C)N1O.CC1(C)CCCC(C)(C)N1O.CC1(C)CCCC(C)(C)N1O.CC(C)O
- E_LUMO: 0.39 eV

Each line ends with the Mulliken charge.
Cartesian coordinates (Å):
C -3.416 0.446 7.309  -1.83
C -2.044 -0.253 7.002  1.88
C -2.043 -1.718 7.331  -1.96
C -1.819 -0.053 5.411  -1.50
C -0.398 -0.471 5.043  -0.04
C 0.632 0.426 5.716  -1.01
C 0.525 0.184 7.233  1.72
C 1.270 -1.141 7.599  -1.82
C 1.313 1.427 7.818  -1.93
N -0.912 0.349 7.787  0.07
O -0.882 0.279 9.209  -0.43
H -4.099 0.283 6.475  0.35
H -3.856 -0.045 8.177  0.41
H -3.373 1.501 7.582  0.40
H -2.901 -2.137 6.806  0.46
H -1.164 -2.307 7.067  0.27
H -2.269 -1.858 8.388  0.49
H -2.474 -0.713 4.841  0.61
H -1.989 0.975 5.092  0.34
H -0.194 -1.539 5.119  0.40
H -0.280 -0.196 3.994  -0.26
H 0.373 1.433 5.391  -0.16
H 1.661 0.235 5.409  0.77
H 1.068 -1.379 8.644  0.45
H 2.357 -1.065 7.548  0.41
H 1.000 -2.071 7.098  0.26
H 0.918 2.354 7.402  0.34
H 2.380 1.315 7.624  0.39
H 1.187 1.502 8.898  0.46
H -0.760 -0.670 9.288  0.38
C -3.932 -2.806 0.611  -2.10
C -4.552 -2.427 -0.665  1.77
C -5.705 -3.435 -0.931  -1.81
C -5.074 -0.928 -0.485  -1.31
C -5.542 -0.264 -1.776  -0.72
C -4.366 -0.258 -2.734  -1.36
C -3.789 -1.681 -3.049  1.76
C -4.842 -2.301 -4.010  -1.93
C -2.428 -1.468 -3.696  -2.19
N -3.582 -2.512 -1.800  1.82
O -3.040 -3.772 -2.114  -0.77
H -3.455 -3.786 0.592  0.49
H -3.159 -2.081 0.868  0.22
H -4.602 -2.736 1.468  0.53
H -6.339 -3.324 -0.051  0.53
H -6.309 -3.374 -1.836  0.22
H -5.462 -4.495 -0.857  0.34
H -6.046 -1.094 -0.020  0.46
H -4.471 -0.312 0.182  0.49
H -6.479 -0.684 -2.141  0.46
H -5.785 0.777 -1.565  0.27
H -3.627 0.493 -2.455  0.12
H -4.725 0.070 -3.709  0.62
H -5.844 -2.275 -3.583  0.35
H -4.572 -3.349 -4.144  0.37
H -4.989 -1.882 -5.005  0.43
H -1.674 -0.958 -3.096  0.02
H -2.469 -0.928 -4.642  0.57
H -2.063 -2.432 -4.052  0.56
H -2.166 -3.646 -1.738  0.09
C 7.853 -3.218 -1.301  -2.05
C 6.642 -2.316 -1.786  1.50
C 6.965 -0.800 -1.735  -1.77
C 6.420 -2.792 -3.172  -1.30
C 5.072 -2.200 -3.679  -0.38
C 3.905 -2.638 -2.778  -0.69
C 4.057 -2.288 -1.296  2.52
C 3.723 -0.857 -1.020  -1.36
C 3.022 -3.285 -0.553  -2.65
N 5.462 -2.584 -0.944  0.72
O 5.723 -2.578 0.383  -0.49
H 8.202 -3.054 -0.282  0.42
H 7.585 -4.274 -1.301  0.42
H 8.722 -3.024 -1.929  0.45
H 6.490 -0.201 -2.512  0.23
H 6.701 -0.348 -0.779  0.28
H 8.045 -0.659 -1.774  0.53
H 7.161 -2.425 -3.882  0.51
H 6.333 -3.876 -3.251  0.41
H 5.138 -1.112 -3.679  -0.29
H 4.904 -2.500 -4.713  0.57
H 3.850 -3.702 -3.009  0.39
H 3.009 -2.067 -3.018  0.10
H 3.870 -0.468 -0.012  0.58
H 2.694 -0.609 -1.281  -0.58
H 4.254 -0.129 -1.633  0.51
H 2.015 -3.312 -0.971  0.08
H 2.916 -2.940 0.475  0.62
H 3.319 -4.333 -0.522  0.28
H 5.909 -3.493 0.610  0.36
C 0.909 -4.812 2.603  -1.74
C 0.361 -5.932 1.673  1.41
C -0.684 -6.821 2.374  -2.02
C -0.441 -5.163 0.543  1.06
C -0.493 -5.947 -0.802  -0.67
C 0.874 -6.578 -1.163  -1.04
C 1.604 -7.366 -0.022  1.20
C 0.971 -8.744 0.120  -2.05
C 3.030 -7.624 -0.487  -1.96
N 1.597 -6.578 1.161  1.53
O 2.435 -7.021 2.183  -0.58
H 1.574 -5.235 3.356  0.44
H 1.623 -4.311 1.950  0.19
H 0.142 -4.137 2.982  0.49
H -1.440 -6.328 2.985  0.38
H -1.199 -7.476 1.671  0.35
H -0.195 -7.519 3.053  0.44
H -1.456 -4.851 0.790  0.08
H 0.163 -4.323 0.200  -1.24
H -1.289 -6.689 -0.732  0.38
H -0.837 -5.273 -1.587  0.18
H 1.591 -5.857 -1.554  0.10
H 0.534 -7.280 -1.924  0.45
H 1.282 -9.234 1.042  0.36
H 1.219 -9.482 -0.642  0.48
H -0.115 -8.654 0.135  0.32
H 3.577 -6.687 -0.588  0.28
H 3.017 -8.053 -1.489  0.41
H 3.539 -8.229 0.263  0.46
H 3.172 -6.427 2.027  0.32
C 3.909 1.598 -6.766  -1.53
C 2.344 1.696 -6.691  1.44
C 1.751 2.296 -8.032  -1.97
C 1.648 0.378 -6.493  -1.63
C 1.875 -0.282 -5.138  -0.30
C 1.269 0.742 -4.076  -0.07
C 1.826 2.142 -4.077  2.15
C 0.713 3.027 -3.454  -2.46
C 3.145 2.222 -3.319  -0.26
N 1.993 2.519 -5.508  0.60
O 2.218 3.829 -5.701  -0.55
H 4.374 0.968 -7.524  0.40
H 4.304 2.607 -6.879  0.35
H 4.336 1.168 -5.860  0.18
H 2.145 3.277 -8.297  0.36
H 1.882 1.556 -8.821  0.40
H 0.672 2.450 -8.004  0.44
H 0.604 0.533 -6.766  0.33
H 2.025 -0.345 -7.217  0.57
H 1.323 -1.221 -5.149  0.61
H 2.911 -0.538 -4.915  -0.29
H 1.570 0.264 -3.144  -0.83
H 0.181 0.719 -4.141  0.45
H 0.436 2.618 -2.483  0.19
H -0.185 3.165 -4.057  0.60
H 1.061 4.040 -3.250  0.71
H 2.993 2.058 -2.252  -0.70
H 3.754 3.103 -3.524  0.48
H 3.845 1.460 -3.663  0.01
H 1.352 4.167 -5.938  0.33
C 0.182 3.327 3.243  -1.68
C 0.749 4.630 2.554  2.33
C -0.340 5.707 2.612  -1.83
C 1.834 5.071 3.434  -1.82
C 3.229 4.363 3.280  -0.54
C 3.554 4.522 1.807  -1.77
C 2.565 3.827 0.848  2.15
C 2.945 4.295 -0.494  -1.75
C 2.645 2.235 0.952  -0.18
N 1.204 4.362 1.170  -0.33
O 0.211 3.857 0.360  0.63
H 1.021 2.791 3.688  0.21
H -0.471 3.509 4.097  0.80
H -0.385 2.656 2.598  -0.12
H 0.005 6.640 2.167  0.53
H -1.219 5.408 2.040  0.10
H -0.778 5.792 3.606  0.43
H 1.960 6.152 3.382  0.45
H 1.614 4.929 4.492  0.32
H 3.956 4.784 3.975  0.47
H 3.204 3.309 3.557  0.20
H 4.582 4.336 1.497  0.42
H 3.483 5.587 1.583  0.47
H 2.874 5.377 -0.606  0.55
H 2.375 3.838 -1.303  -0.10
H 3.976 3.990 -0.677  0.46
H 2.520 1.725 -0.004  -0.58
H 1.796 1.947 1.572  -0.31
H 3.578 1.863 1.375  0.33
H -0.019 4.603 -0.200  0.18
C -4.531 7.457 -1.296  -1.80
C -4.979 6.031 -1.688  1.76
C -6.107 6.099 -2.775  -2.00
C -3.725 5.236 -2.158  -1.77
C -2.820 4.573 -1.155  0.55
C -3.750 3.815 -0.202  -1.16
C -4.895 4.614 0.459  1.92
C -5.776 3.673 1.214  -2.00
C -4.152 5.546 1.460  -1.72
N -5.656 5.372 -0.547  0.53
O -6.740 5.988 -0.006  -0.50
H -5.258 7.946 -0.648  0.36
H -3.667 7.453 -0.632  0.32
H -4.280 8.135 -2.111  0.44
H -6.944 6.674 -2.377  0.48
H -5.790 6.615 -3.681  0.40
H -6.471 5.140 -3.142  0.38
H -4.119 4.550 -2.907  0.28
H -3.079 5.938 -2.685  0.47
H -2.177 3.838 -1.639  0.09
H -2.274 5.365 -0.641  -0.01
H -3.137 3.313 0.547  0.50
H -4.193 3.022 -0.804  -0.04
H -6.451 4.144 1.928  0.33
H -5.125 2.961 1.722  0.36
H -6.351 3.159 0.443  0.49
H -3.258 5.994 1.024  0.10
H -3.691 4.941 2.240  0.42
H -4.805 6.354 1.788  0.46
H -7.397 5.379 -0.351  0.37
C -1.610 0.195 0.264  -0.22
C -0.488 -0.714 -0.222  2.75
C 0.661 -0.932 0.786  0.41
O -0.977 -2.016 -0.507  0.53
H -2.484 0.177 -0.387  -0.97
H -1.314 1.241 0.343  0.46
H -1.976 -0.138 1.235  0.13
H -0.189 -0.259 -1.166  -1.09
H 0.387 -1.629 1.578  0.26
H 1.102 -0.028 1.206  -0.60
H 1.466 -1.449 0.265  -0.89
H -1.854 -1.933 -0.889  -0.86